# C4H12

A cluster of 2 separate species, C4H12 in total (the ωB97M-V functional and the def2-TZVPD basis, the Open Molecules 2025 dataset).

Charge: -1
Strongest force on any atom, Eh/bohr: 0.067
Energy above the lowest of the compared OMol25 structures with the same formula, charge and spin, kcal per mole: 12.0
Kohn-Sham gap (spin up / spin down), eV: 2.801 / 12.015
2S+1: 2

Each line ends with the Löwdin spin population.
Positions of all 16 atoms, in Å:
C1 -0.31 -2.44 -1.75  0.1461
C2 -0.98 -1.33 -0.95  0.1929
H1 -0.77 -3.40 -1.53  0.0144
H2 -0.45 -2.30 -2.85  0.0197
H3 0.78 -2.33 -1.54  0.0339
H4 -0.51 -0.37 -1.08  0.0356
H5 -0.89 -1.54 0.17  0.0302
H6 -2.04 -1.21 -1.20  0.0324
C3 0.65 2.38 0.86  0.1948
C4 0.62 1.31 1.92  0.1329
H7 0.53 2.10 -0.23  0.0483
H8 0.06 3.30 0.94  0.0215
H9 1.66 2.87 0.73  0.0229
H10 0.61 1.74 2.93  0.0128
H11 1.38 0.51 1.79  0.0386
H12 -0.32 0.70 1.80  0.0229